Here is a structure of composition C29H28F3N4O3S2Ti in a non-equilibrium geometry from the Open Molecules 2025 dataset. Energies are from ωB97M-V/def2-TZVPD.

The geometry in XYZ format:
```
70
Properties=species:S:1:pos:R:3:forces:R:3
Ti -0.24457 0.16875 -0.16102 -0.3317 0.7177 -0.7770
N 1.47537 1.40709 -1.22596 0.3729 0.3780 0.2827
N 1.41225 1.98743 -2.49463 -0.0630 -0.0491 -0.1557
C 0.21469 2.11607 -3.07847 -0.2555 0.1435 -0.0538
N 0.15971 2.56365 -4.33507 0.3117 0.0247 0.0926
S -1.17874 1.75663 -2.22425 -0.4123 -0.1695 0.2251
H 1.87778 2.05262 -0.55346 0.1236 0.0693 -0.0584
H 2.04265 0.56852 -1.26366 0.4201 0.2286 -0.0437
H 2.26703 2.16032 -3.00214 0.0650 -0.0902 0.0695
H 0.97611 2.88779 -4.82864 -0.0394 -0.0234 -0.0296
H -0.74164 2.69932 -4.75828 -0.0251 0.0160 0.0140
O -0.73845 2.00026 0.87370 0.0750 0.0176 -0.2347
C -2.03827 2.25438 1.39579 -0.1962 0.0695 0.1753
C -2.99564 1.36579 0.65575 -0.2608 0.2508 0.2241
C -4.37068 1.55632 0.72721 0.2999 -0.0439 -0.0448
C -5.19959 0.69671 0.03129 0.0991 -0.0544 -0.0425
C -4.63103 -0.31937 -0.72360 0.2141 0.0115 0.0252
C -3.25459 -0.44450 -0.73784 -0.2328 -0.1471 -0.1716
N -2.45129 0.38016 -0.05534 0.1151 -0.1575 0.1343
H -0.05477 2.36144 1.46185 0.0548 -0.0396 0.2236
H -2.29037 3.31230 1.25750 -0.0109 -0.1916 0.0269
H -2.04698 2.01127 2.46732 -0.0384 0.0578 -0.1484
H -4.77217 2.36930 1.31315 -0.0064 0.0564 0.0466
H -6.27199 0.82051 0.06685 -0.0486 0.0110 0.0052
H -5.23512 -1.00557 -1.29582 -0.0249 -0.0482 -0.0353
H -2.76464 -1.22003 -1.31244 -0.0840 -0.0137 0.0197
O -4.12420 -5.22222 -4.56767 -0.2032 0.0511 -0.1171
C -3.98608 -3.88540 -4.59287 -0.0559 0.0742 0.0026
O -4.79389 -3.19586 -5.14771 -0.0132 -0.0765 0.0178
C -2.79575 -3.30533 -3.89116 0.1243 0.0806 0.0394
C -2.06384 -3.98179 -2.91686 -0.1105 0.1282 -0.1176
C -1.00806 -3.35679 -2.27681 -0.0358 0.1417 0.0164
C -0.67709 -2.04602 -2.60916 0.1564 -0.1756 0.1309
S 0.67454 -1.24610 -1.77220 -0.2870 -0.6288 -0.2514
C -1.37758 -1.38229 -3.61075 0.0500 0.0654 -0.0048
C -2.44015 -2.00163 -4.23382 -0.0913 -0.2543 0.0198
H -3.35232 -5.64329 -4.18269 0.1690 -0.1114 0.0696
H -2.32283 -4.98389 -2.60299 -0.0458 -0.0804 -0.0116
H -0.46188 -3.87522 -1.50408 0.0563 0.0093 0.0677
H -1.11033 -0.37030 -3.87580 0.0283 -0.0523 -0.0276
H -3.01625 -1.49084 -4.98978 -0.0534 0.0253 -0.0731
F -1.56059 -1.01649 2.18835 -0.1670 0.1771 0.1500
C -0.82059 -1.50358 1.13683 0.0040 0.0457 0.0477
F -1.63822 -2.41961 0.55385 -0.1330 -0.0707 -0.2742
F 0.15506 -2.22402 1.70421 0.2824 -0.1994 0.0780
C 6.24435 -0.51122 2.91458 0.0339 -0.0212 0.1106
C 5.06604 -0.63457 3.63578 0.0177 0.0037 0.0138
C 3.84297 -0.58692 2.98922 -0.0027 0.0796 -0.0524
C 3.78537 -0.41871 1.60635 0.0014 -0.0538 0.1115
C 4.97698 -0.33562 0.88940 -0.0348 -0.0061 -0.0612
C 6.19791 -0.36578 1.53860 0.0758 0.0065 -0.0451
C 2.51102 -0.36569 0.86195 -0.1683 -0.0552 -0.0977
C 1.38547 0.29138 1.18634 0.1593 -0.2936 0.2755
C 1.33035 1.12432 2.41334 0.0301 0.1344 0.0726
C 0.52896 0.78308 3.50909 0.0811 -0.0628 -0.0849
C 0.47076 1.60822 4.61775 -0.0030 0.0685 0.0754
C 1.18668 2.79827 4.65415 -0.0274 0.0156 0.0479
C 1.97353 3.15705 3.57344 0.0156 0.0680 0.0630
C 2.04569 2.32845 2.46355 -0.1269 -0.1496 -0.0763
H 7.19673 -0.54667 3.42471 0.0310 0.0015 0.0113
H 5.10017 -0.77453 4.70685 -0.0003 -0.0066 0.0476
H 2.93238 -0.69570 3.55864 -0.0811 -0.0096 0.0182
H 4.94792 -0.24906 -0.19063 -0.0180 0.0071 -0.0403
H 7.11411 -0.28935 0.97069 0.0386 0.0038 -0.0326
H 2.52826 -0.95777 -0.05516 0.0768 0.0190 0.0802
H -0.02824 -0.14300 3.49836 0.0512 0.0294 0.0052
H -0.13591 1.31847 5.46465 -0.0201 -0.0112 0.0399
H 1.13398 3.43622 5.52412 0.0011 0.0377 0.0435
H 2.54413 4.07528 3.59601 0.0183 0.0259 0.0040
H 2.69537 2.59736 1.63958 0.0551 -0.0046 -0.0611
```
Forces are in eV/Å.

**E**: -95564.367 eV
**Total charge**: +1
**Multiplicity**: 1
**Relative energy (zero: lowest compared OMol25 entry of this formula, charge and spin)**: 0.299 eV
**LUMO energy**: -3.41 eV

***

Here is a structure of composition C29H28F6N8O3PRbSSbSe2 in a non-equilibrium geometry from the Open Molecules 2025 dataset. Energies are from ωB97M-V/def2-TZVPD.

The geometry in XYZ format:
```
80
Properties=species:S:1:pos:R:3:forces:R:3
Rb -1.25394 -0.04786 -2.08396 1.9905 1.5589 -0.3888
O 1.81449 2.99456 -5.36856 -0.1618 -0.2531 0.5107
C 1.22704 2.11542 -4.73737 0.3662 -0.0098 -1.6311
N 0.74944 2.27406 -3.47790 -0.1835 0.4874 1.2817
C 0.86050 3.58749 -2.91792 -0.3942 -0.0538 -0.0247
C 0.32041 3.71139 -1.51297 0.0196 0.1088 0.3296
C 0.72458 4.79621 -0.73622 0.0502 -0.0216 -0.1001
C 0.18084 4.96879 0.52324 -0.0915 -0.1325 -0.0054
C -0.75032 4.04621 0.97772 0.0629 0.1174 0.0154
C -1.08126 2.99722 0.14039 -0.0602 -0.0613 0.0602
N -0.56771 2.82721 -1.07472 0.0101 -0.1145 -0.3170
C 1.02440 0.75188 -5.33153 0.2238 -0.1523 -0.4677
C 1.76074 0.38746 -6.45370 -0.0511 0.1898 0.1534
C 1.51702 -0.85127 -7.02187 -0.0588 -0.0894 0.0161
C 0.54368 -1.66592 -6.46768 0.0647 0.0580 -0.0731
C -0.14272 -1.21365 -5.34773 0.0473 -0.0355 -0.2075
N 0.10533 -0.03896 -4.79110 -0.2736 0.2788 0.4357
H 0.31497 4.30292 -3.55125 0.1841 0.0099 -0.1130
H 1.90830 3.91224 -2.92958 -0.0209 0.0073 -0.2046
H 1.45092 5.49927 -1.12328 0.0307 0.0043 -0.0178
H 0.47359 5.80558 1.14269 0.0267 0.0182 -0.0054
H -1.20711 4.14527 1.95272 -0.0209 -0.0859 0.0194
H -1.80717 2.25359 0.45371 0.0009 0.0525 0.0202
H 2.48740 1.07824 -6.85656 0.0136 -0.0314 -0.0350
H 2.07335 -1.17508 -7.89119 0.0099 -0.0008 -0.0011
H 0.32459 -2.63479 -6.89209 -0.0265 -0.0336 0.0525
H -0.91987 -1.81272 -4.88740 0.0191 -0.0596 -0.0088
Se -1.43684 -0.77783 1.07104 -1.1077 1.4398 1.5064
P -0.38948 0.07986 2.99276 -0.4768 0.6507 0.1229
Se 1.57621 0.80663 2.78648 -0.0019 -0.0966 -0.0267
C -0.69095 -1.01883 4.42102 0.0611 0.0218 -0.3089
C -1.99049 -1.27261 4.84582 0.1042 -0.0096 -0.0729
C -2.19899 -2.06928 5.96053 -0.0966 0.0066 -0.0076
C -1.11764 -2.60326 6.64588 0.0018 -0.0214 -0.0311
C 0.17706 -2.34356 6.21796 -0.0018 -0.0270 0.0712
C 0.39486 -1.55047 5.10400 -0.0151 -0.0569 -0.0528
C -1.52121 1.45846 3.40962 0.0277 -0.1239 -0.1273
C -1.06299 2.37691 4.35062 0.0308 0.0790 0.0410
C -1.89275 3.38831 4.80490 -0.0058 -0.0554 -0.0171
C -3.19106 3.48847 4.32243 -0.0302 0.0039 -0.0048
C -3.64850 2.58520 3.37516 -0.0868 0.0439 -0.0041
C -2.81909 1.56958 2.92048 0.0830 -0.0532 -0.0170
H -2.82659 -0.85047 4.30284 -0.0646 -0.0289 0.0575
H -3.20827 -2.27081 6.29375 -0.0062 -0.0136 -0.0008
H -1.28580 -3.23261 7.50971 0.0022 0.0162 0.0251
H 1.01713 -2.76444 6.75428 0.0203 0.0080 -0.0030
H 1.39688 -1.34328 4.75029 0.0077 0.0165 0.0168
H -0.04888 2.29676 4.72023 0.0126 0.0046 -0.0026
H -1.52562 4.09183 5.54023 -0.0129 0.0116 0.0147
H -3.84947 4.26359 4.69157 0.0035 0.0355 -0.0306
H -4.65829 2.66159 2.99484 -0.0085 0.0003 -0.0190
H -3.20037 0.86278 2.19052 -0.0623 0.0223 0.0373
F -2.08805 -2.26822 -1.35002 -1.3388 -0.5476 -0.0713
Sb -3.98240 -2.07451 -1.90596 0.4009 0.1298 0.5816
F -4.12527 -0.85954 -0.40366 0.0458 -0.3651 -0.7103
F -3.42544 -0.53064 -2.94443 -1.4039 -0.8452 -0.1723
F -5.75563 -1.79567 -2.44310 0.1023 0.0291 0.0984
F -3.61052 -3.17447 -3.38527 -0.0161 0.1362 0.1882
F -4.44886 -3.50610 -0.78315 0.0787 0.1091 -0.1568
S 1.01429 -3.44080 -3.27451 -0.0683 0.1560 0.2105
C 2.14303 -3.66891 -2.07689 -0.5699 -0.0601 -0.5527
N 1.76487 -3.65748 -0.75078 0.3126 0.0620 0.1810
C 2.62983 -3.92283 0.24069 0.2807 -0.0548 0.1530
C 3.93229 -4.20456 -0.04567 -0.0769 -0.0149 0.1861
C 4.29048 -4.16738 -1.40546 -0.2835 0.0962 -0.1395
N 3.44596 -3.91707 -2.36968 0.5331 -0.0221 0.0743
H 0.81139 -3.39621 -0.52224 -0.0768 0.0053 -0.1553
H 2.24176 -3.89267 1.24769 -0.1260 0.0505 0.0321
H 4.65024 -4.42603 0.72726 -0.0373 -0.0006 0.0493
H 5.31697 -4.34451 -1.71136 0.0259 -0.0353 0.0425
O 0.41312 -2.16620 2.13519 -0.2638 -0.2599 -0.6212
N -0.33952 -2.15524 1.18090 1.7202 -1.8687 0.1840
N 3.18576 -0.54819 -0.03375 0.2038 -0.0767 0.0370
C 2.14535 -0.07758 -0.78772 -0.2311 -0.5049 0.2359
N 2.48444 0.66765 -1.85664 0.3672 0.3323 -0.1771
O 0.98046 -0.38804 -0.53580 0.5479 0.0860 -0.0976
H 4.06992 -0.06979 -0.08057 -0.0066 -0.0106 0.0008
H 2.92595 -0.85721 0.89018 -0.1167 0.0786 0.0425
H 3.43936 0.91703 -2.03967 -0.0022 -0.0532 -0.0088
H 1.75989 1.07793 -2.42842 -0.1562 -0.1819 0.1052
```
Forces are in eV/Å.

**E**: -222908.671 eV
**Multiplicity**: 2
**Relative energy (zero: lowest compared OMol25 entry of this formula, charge and spin)**: 1.991 eV
**LUMO energy (spin up / spin down)**: -0.62 / -3.09 eV

***

Here is a structure of composition C29H28IrN4O2 from the Open Molecules 2025 dataset. Energies are from ωB97M-V/def2-TZVPD.

The geometry in XYZ format:
```
64
Properties=species:S:1:pos:R:3:forces:R:3
Ir -0.17356 -0.04655 -1.42966 0.2718 -0.1699 -0.2071
C 1.26217 1.25155 -2.39569 0.0533 0.2742 -0.1028
C 1.66486 -0.02613 -2.81462 -0.0360 -0.0436 -0.2142
C 0.90441 -0.35902 -4.00964 -0.0765 0.0879 0.1712
C -0.14076 0.58579 -4.10578 0.0605 -0.3117 0.0329
C 0.06966 1.59094 -3.15945 0.0049 0.0967 0.4560
H 1.81007 1.91676 -1.74817 -0.0109 -0.0008 0.0153
H 2.55536 -0.53620 -2.48114 0.0081 0.0001 -0.0343
H 1.04975 -1.21551 -4.64571 -0.0161 -0.0100 0.0184
H -0.95410 0.55254 -4.81504 0.0037 -0.0008 -0.0051
H -0.48210 2.51331 -3.08501 0.0259 0.0115 -0.0431
C -4.14700 -0.02188 0.38498 0.0054 -0.0007 0.0077
C -4.81728 -0.93071 -0.42578 -0.0221 -0.0017 0.0091
C -4.10543 -1.64809 -1.36489 0.0041 -0.0005 -0.0068
C -2.74075 -1.42991 -1.51478 -0.0231 0.0112 0.0608
N -2.12336 -0.46138 -0.79302 -0.0720 0.0288 -0.0340
C -2.80573 0.18764 0.16792 -0.0212 0.0241 -0.0803
C -1.82481 -2.27860 -2.27702 0.0343 -0.0303 -0.0071
C -2.22393 -3.48562 -2.85042 0.0106 -0.0102 -0.0068
C -1.27588 -4.37716 -3.31801 -0.0116 0.0024 -0.0008
C 0.07123 -4.08041 -3.16813 0.0063 -0.0054 0.0162
C 0.46993 -2.86535 -2.62322 0.0596 0.0615 0.0349
C -0.46776 -1.92712 -2.21301 -0.2021 -0.0359 -0.1455
H -4.65320 0.51693 1.17242 0.0019 0.0010 0.0002
H -5.87819 -1.10047 -0.30022 0.0000 0.0048 -0.0034
H -4.59616 -2.39720 -1.96785 -0.0006 0.0013 -0.0015
H -2.24627 0.87910 0.77681 -0.0221 0.0057 0.0001
H -3.27155 -3.74892 -2.90875 0.0010 -0.0041 0.0041
H -1.58369 -5.31229 -3.76445 0.0022 -0.0014 0.0047
H 0.82039 -4.79487 -3.48337 0.0019 0.0036 -0.0043
H 1.53050 -2.66423 -2.53463 -0.0005 0.0052 -0.0100
O 3.82121 4.31092 4.18841 0.0146 -0.0033 0.0227
C 2.50634 4.35452 4.65343 -0.0134 -0.0042 -0.0094
N 1.53283 4.28906 3.56293 0.0755 0.0056 -0.0584
C 1.37542 3.13239 2.89478 -0.2335 -0.0645 0.1830
O 1.90702 2.08286 3.21964 0.1021 0.0320 -0.0728
C 0.42620 3.13210 1.71757 0.0569 0.0337 -0.0636
C -0.50575 4.10985 1.41084 0.0182 0.0275 0.0201
C -1.32042 3.93180 0.29988 -0.0173 -0.0193 -0.0137
C -1.18118 2.78843 -0.45803 0.0259 0.0390 0.0214
N -0.28170 1.83076 -0.16561 -0.0431 0.0633 -0.0930
C 0.49638 2.01421 0.90119 -0.0273 -0.0252 -0.0265
H 4.08521 3.38988 4.09111 -0.0025 -0.0058 -0.0111
H 2.36085 5.30410 5.16125 0.0035 0.0070 -0.0130
H 2.28519 3.53620 5.33718 -0.0045 0.0075 0.0045
H 1.27230 5.15486 3.11986 -0.0020 0.0013 0.0108
H -0.62327 4.99269 2.02629 -0.0030 -0.0043 -0.0032
H -2.06395 4.66739 0.02777 -0.0018 -0.0031 -0.0027
H -1.81598 2.61021 -1.31589 -0.0125 -0.0030 0.0245
H 1.21106 1.24856 1.15667 0.0101 0.0001 0.0286
C 2.49057 -3.23260 3.35530 -0.0016 0.0037 0.0001
C 1.84153 -2.47441 2.24355 -0.0036 -0.0150 0.0221
C 0.51627 -2.69220 1.87826 -0.0069 -0.0015 -0.0012
C -0.04755 -1.98764 0.83766 0.0154 0.0562 0.0329
N 0.63791 -1.06140 0.14556 -0.0202 -0.0878 0.1067
C 1.92966 -0.86010 0.47057 0.0286 -0.0744 -0.0332
C 2.54730 -1.52930 1.49909 0.0042 0.0092 -0.0280
H 1.75368 -3.65790 4.03273 -0.0007 0.0001 -0.0006
H 3.16861 -2.59455 3.92004 -0.0025 0.0019 -0.0010
H 3.08103 -4.05346 2.94194 0.0009 -0.0003 -0.0014
H -0.08971 -3.41787 2.40361 -0.0011 -0.0011 -0.0027
H -1.06876 -2.16187 0.53841 0.0026 -0.0069 0.0193
H 2.47180 -0.13543 -0.11968 -0.0024 0.0373 0.0136
H 3.58309 -1.30897 1.71903 0.0008 0.0012 0.0004
```
Forces are in eV/Å.

**E**: -43407.873 eV
**Total charge**: +2
**Multiplicity**: 2
**Relative energy (zero: lowest compared OMol25 entry of this formula, charge and spin)**: 0.194 eV
**LUMO energy (spin up / spin down)**: -5.97 / -7.58 eV